1.
C27H30EuNO | ωB97M-V with the def2-TZVPD basis set

Multiplicity = 8
Charge = -1
E_LUMO (alpha / beta) = 2.730 / 2.020 eV
Orbital gap (alpha / beta) = 5.62 / 5.02 eV
HOMO level (alpha / beta) = -2.890 / -2.996 eV
F_max = 8.76 eV/A

Each line ends with the Mulliken charge.
Geometry (Å):
C: 0.239 2.311 -0.470  -0.262
C: 0.496 2.863 0.804  -0.754
C: 1.698 2.306 1.279  -0.733
H: -0.119 3.579 1.320  0.629
C: 2.183 1.416 0.303  -0.582
C: 1.278 1.411 -0.776  -1.081
H: 1.377 0.841 -1.682  0.791
H: -0.607 2.529 -1.098  0.841
H: 2.145 2.500 2.240  0.322
H: 3.063 0.803 0.379  0.726
C: -1.576 0.078 2.793  -0.514
C: -1.861 1.329 2.208  -0.960
C: -2.228 1.103 0.861  0.379
H: -1.851 2.280 2.714  0.467
C: -2.105 -0.271 0.602  -0.526
C: -1.706 -0.904 1.805  -0.927
H: -1.468 -1.948 1.915  0.427
H: -1.218 -0.081 3.795  0.444
H: -2.518 1.857 0.152  0.097
H: -2.294 -0.762 -0.336  0.892
Eu: 0.105 0.537 1.119  0.952
O: 1.129 -0.463 2.278  -0.518
C: 2.465 -0.742 2.570  -0.748
C: 3.005 -1.819 1.702  -0.569
H: 3.076 0.167 2.483  0.259
H: 2.533 -1.039 3.630  0.462
H: 3.316 -1.502 0.715  0.324
H: 5.059 -3.378 1.093  0.392
C: 4.300 -3.890 1.672  -0.466
C: 3.142 -3.166 2.061  0.607
C: 2.169 -3.869 2.818  -0.356
H: 1.266 -3.364 3.131  0.420
C: 2.351 -5.193 3.156  -0.585
H: 1.592 -5.706 3.733  0.369
C: 3.499 -5.877 2.764  -0.393
H: 3.635 -6.915 3.035  0.364
C: 4.471 -5.210 2.018  -0.453
H: 5.366 -5.735 1.709  0.353
C: -3.699 3.894 -1.319  -1.146
N: -2.596 3.096 -1.894  0.254
C: -2.013 3.811 -3.038  -1.137
C: -3.033 1.722 -2.244  -1.441
C: -1.904 0.690 -2.563  0.660
C: -2.010 0.212 -3.889  -0.948
C: -1.180 -0.777 -4.389  -0.659
C: -0.219 -1.350 -3.578  -0.761
C: -0.058 -0.919 -2.267  -0.581
C: -0.834 0.117 -1.705  0.482
H: -4.505 4.067 -2.061  0.376
H: -3.312 4.876 -0.964  0.326
H: -4.132 3.387 -0.431  0.266
H: -1.165 3.236 -3.466  0.323
H: -2.772 3.996 -3.828  0.366
H: -1.604 4.792 -2.700  0.293
H: -3.677 1.285 -1.458  0.448
H: -3.745 1.827 -3.091  0.386
H: -2.763 0.598 -4.567  0.231
H: -1.302 -1.111 -5.413  0.341
H: 0.413 -2.136 -3.972  0.351
H: 0.703 -1.387 -1.658  0.479

---

2.
C26H37N4 | ωB97M-V with the def2-TZVPD basis set

Charge = +1
E_LUMO = -4.277 eV
Orbital gap = 6.01 eV
HOMO level = -10.283 eV
F_max = 1.23 eV/A
Energy relative to the best compared isomer or geometry (same formula, charge and spin) = 34.0 kJ/mol

Each line ends with the Mulliken charge.
Geometry (Å):
C: -4.029 -3.109 -0.839  -0.871
C: -3.189 -1.864 -0.510  -0.302
C: -2.179 -1.589 -1.626  -0.534
C: -0.836 -2.261 -1.368  0.182
N: 0.225 -1.558 -1.192  -0.008
C: 1.521 -2.206 -1.055  -0.808
C: 1.386 -3.574 -0.459  -0.851
C: 0.370 -4.360 -1.254  -0.669
N: -0.866 -3.618 -1.342  0.311
C: -2.018 -4.377 -1.842  -1.065
C: -3.213 -4.392 -0.908  -0.609
H: -4.798 -3.230 -0.064  0.362
H: -4.531 -2.943 -1.805  0.313
H: -3.848 -0.988 -0.392  0.253
H: -2.687 -1.992 0.464  0.357
H: -2.572 -1.950 -2.587  0.594
H: -2.007 -0.510 -1.717  -0.304
H: 2.021 -2.284 -2.039  0.255
H: 2.129 -1.551 -0.428  0.332
H: 2.337 -4.108 -0.481  0.379
H: 1.056 -3.489 0.583  0.311
H: 0.759 -4.552 -2.270  0.298
H: 0.159 -5.327 -0.784  0.458
H: -2.297 -3.989 -2.833  0.397
H: -1.655 -5.406 -1.966  0.509
H: -2.869 -4.656 0.099  0.295
H: -3.863 -5.203 -1.254  0.364
C: -4.135 1.486 3.827  -0.971
N: -3.808 2.378 2.734  0.164
C: -4.397 3.694 2.868  -0.957
C: -2.751 2.119 1.878  0.201
C: -2.931 2.227 0.475  -0.580
C: -1.927 1.802 -0.373  -0.569
C: -0.639 1.457 0.124  0.735
C: 0.405 1.096 -0.774  -0.509
C: 1.730 1.571 -0.735  0.594
C: 2.676 1.013 -1.649  -0.450
C: 4.015 1.314 -1.545  -0.851
C: 4.464 2.253 -0.570  0.430
N: 5.816 2.410 -0.382  0.140
C: 6.452 3.689 -0.147  -1.054
C: 6.690 1.271 -0.184  -0.959
C: 3.518 2.960 0.216  -0.569
C: 2.185 2.589 0.169  -0.665
C: -0.440 1.470 1.532  -0.833
C: -1.487 1.748 2.391  -0.459
H: -4.020 0.442 3.510  0.274
H: -3.492 1.672 4.701  0.334
H: -5.182 1.679 4.098  0.330
H: -4.321 4.261 1.935  0.328
H: -5.450 3.576 3.148  0.298
H: -3.906 4.271 3.671  0.305
H: -3.900 2.558 0.095  0.480
H: -2.101 1.771 -1.450  0.456
H: 0.150 0.435 -1.599  0.382
H: 2.329 0.310 -2.409  0.487
H: 4.747 0.842 -2.202  0.516
H: 5.954 4.485 -0.713  0.345
H: 6.453 3.959 0.919  0.356
H: 7.496 3.604 -0.479  0.340
H: 6.243 0.361 -0.595  0.371
H: 7.650 1.480 -0.671  0.294
H: 6.879 1.115 0.893  0.302
H: 3.875 3.710 0.930  0.381
H: 1.469 3.067 0.830  0.622
H: 0.534 1.208 1.931  0.635
H: -1.349 1.732 3.472  0.378

---

3.
C17H30FN3O6S | ωB97M-V with the def2-TZVPD basis set

Charge = 0
E_LUMO = 0.273 eV
Orbital gap = 9.89 eV
HOMO level = -9.615 eV
SMILES string = C[C@@H](CC(=O)N1CC(F)(C(=O)N(CCS(=O)(=O)O)CC(N)=O)C1)CC(C)(C)C
F_max = 2.59 eV/A
Energy relative to the best compared isomer or geometry (same formula, charge and spin) = 109.1 kJ/mol

Each line ends with the Mulliken charge.
Geometry (Å):
C: -2.590 -2.658 3.500  -1.853
C: -2.166 -2.391 2.040  0.953
C: -3.229 -1.504 1.335  -1.287
C: -3.118 -1.497 -0.194  0.507
O: -3.727 -2.331 -0.855  -0.674
N: -2.448 -0.497 -0.784  0.171
C: -2.213 0.924 -0.424  -0.898
C: -1.353 1.011 -1.707  1.186
F: -1.758 1.915 -2.609  -0.427
C: 0.157 1.192 -1.343  0.196
O: 0.883 0.194 -1.294  -0.661
N: 0.666 2.436 -1.097  0.322
C: 2.103 2.573 -0.782  -1.187
C: 2.999 2.587 -2.034  -0.516
S: 4.799 2.550 -1.553  1.160
O: 5.616 2.451 -2.761  -0.606
O: 5.043 3.544 -0.509  -0.578
O: 4.802 1.066 -0.859  -0.468
C: -0.186 3.639 -0.951  -0.642
C: 0.166 4.688 -2.008  0.297
N: -0.557 4.724 -3.113  -0.322
O: 1.088 5.471 -1.846  -0.633
C: -1.720 -0.450 -2.076  -0.953
C: -0.725 -1.792 1.974  -0.115
C: 0.443 -2.764 1.635  2.246
C: 0.506 -3.941 2.630  -2.078
C: 1.772 -1.981 1.718  -1.756
C: 0.297 -3.311 0.197  -1.450
H: -2.654 -1.733 4.074  0.392
H: -3.565 -3.144 3.547  0.459
H: -1.884 -3.312 4.012  0.356
H: -2.178 -3.362 1.540  0.285
H: -4.230 -1.865 1.572  0.558
H: -3.202 -0.489 1.728  0.345
H: -3.129 1.518 -0.436  0.378
H: -1.662 1.042 0.511  0.365
H: 2.291 3.486 -0.210  0.425
H: 2.424 1.767 -0.116  0.472
H: 2.819 1.727 -2.675  0.360
H: 2.838 3.471 -2.647  0.382
H: 5.147 0.454 -1.532  0.353
H: -1.256 3.447 -0.963  0.533
H: 0.028 4.095 0.016  0.384
H: -1.287 4.052 -3.284  0.185
H: -0.312 5.423 -3.794  0.257
H: -0.888 -1.154 -2.121  0.199
H: -2.385 -0.568 -2.934  0.337
H: -0.692 -0.992 1.235  -0.865
H: -0.504 -1.275 2.910  0.724
H: -0.375 -4.579 2.564  0.362
H: 1.371 -4.578 2.440  0.483
H: 0.583 -3.591 3.660  0.369
H: 1.789 -1.144 1.018  0.217
H: 1.939 -1.573 2.716  0.387
H: 2.628 -2.614 1.481  0.448
H: 0.240 -2.501 -0.531  0.029
H: 1.149 -3.932 -0.081  0.519
H: -0.595 -3.923 0.071  0.367

---

4.
C31H33N5O4S | ωB97M-V with the def2-TZVPD basis set

Charge = 0
E_LUMO = 0.079 eV
Orbital gap = 7.41 eV
HOMO level = -7.326 eV
SMILES string = COc1ccc(N2CCN(C(=O)c3ccc(Cn4c(=S)[nH]c5ccc(N6CCOCC6)cc5c4=O)cc3)CC2)cc1
F_max = 0.81 eV/A
Energy relative to the best compared isomer or geometry (same formula, charge and spin) = 0.0 kJ/mol

Each line ends with the Mulliken charge.
Geometry (Å):
C: 6.821 -4.798 7.926  -0.821
O: 6.598 -5.321 6.641  -0.458
C: 5.378 -5.107 6.059  0.750
C: 4.329 -4.401 6.627  -0.770
C: 3.137 -4.237 5.938  -0.590
C: 2.946 -4.778 4.668  0.687
N: 1.736 -4.696 3.976  0.048
C: 0.562 -4.146 4.616  -1.223
C: 0.478 -2.621 4.450  -0.675
N: 0.532 -2.292 3.040  0.039
C: -0.569 -1.800 2.423  0.189
O: -1.596 -1.543 3.025  -0.674
C: -0.439 -1.543 0.953  0.259
C: -1.172 -2.303 0.052  -0.688
C: -1.109 -2.031 -1.303  -0.651
C: -0.326 -0.985 -1.774  1.196
C: -0.285 -0.650 -3.243  -2.555
N: -1.198 0.452 -3.548  0.110
C: -2.492 0.162 -3.888  0.225
S: -3.081 -1.368 -4.067  -0.381
N: -3.330 1.204 -4.113  -0.106
C: -2.958 2.525 -4.039  0.272
C: -3.845 3.569 -4.280  -1.731
C: -3.420 4.876 -4.192  -0.290
C: -2.089 5.206 -3.872  1.354
N: -1.629 6.506 -3.852  -0.055
C: -2.474 7.622 -4.222  -0.998
C: -3.186 8.193 -2.989  -0.367
O: -2.241 8.598 -2.023  -0.412
C: -1.402 7.529 -1.647  -0.597
C: -0.664 6.937 -2.858  -0.633
C: -1.209 4.145 -3.644  -0.476
C: -1.631 2.826 -3.718  -0.073
C: -0.680 1.741 -3.460  0.937
O: 0.489 1.923 -3.188  -0.679
C: 0.397 -0.216 -0.868  -0.350
C: 0.344 -0.493 0.485  -0.240
C: 1.695 -2.827 2.375  -0.580
C: 1.748 -4.355 2.570  -1.010
C: 4.009 -5.505 4.117  -0.215
C: 5.197 -5.660 4.791  -0.767
H: 7.835 -5.091 8.192  0.234
H: 6.121 -5.215 8.658  0.328
H: 6.747 -3.705 7.936  0.328
H: 4.418 -3.961 7.607  0.370
H: 2.357 -3.672 6.422  0.253
H: 0.544 -4.428 5.667  0.562
H: -0.313 -4.593 4.130  0.409
H: -0.462 -2.237 4.847  0.476
H: 1.320 -2.135 4.955  0.345
H: -1.794 -3.107 0.415  0.480
H: -1.679 -2.629 -1.997  0.381
H: -0.583 -1.509 -3.846  0.783
H: 0.715 -0.315 -3.527  0.490
H: -4.280 0.961 -4.361  0.285
H: -4.874 3.351 -4.526  0.339
H: -4.147 5.653 -4.367  0.302
H: -3.184 7.333 -4.995  0.485
H: -1.819 8.399 -4.633  0.365
H: -3.762 9.084 -3.243  0.364
H: -3.858 7.433 -2.560  0.317
H: -0.696 7.939 -0.924  0.396
H: -1.997 6.736 -1.166  0.314
H: -0.039 6.110 -2.530  0.302
H: -0.029 7.707 -3.308  0.318
H: -0.166 4.308 -3.425  0.569
H: 0.999 0.604 -1.230  0.470
H: 0.905 0.110 1.184  0.462
H: 1.664 -2.585 1.313  0.542
H: 2.593 -2.380 2.819  0.189
H: 2.642 -4.746 2.088  0.371
H: 0.868 -4.806 2.098  0.315
H: 3.896 -5.978 3.154  0.446
H: 6.008 -6.222 4.356  0.410

---

- Which value of charge does entry 3 give?
  0

---

- Look up the F_max of the fourth one.
  0.81 eV/A

---

Copy entry 1 word for word.
C27H30EuNO | ωB97M-V with the def2-TZVPD basis set

Multiplicity = 8
Charge = -1
E_LUMO (alpha / beta) = 2.730 / 2.020 eV
Orbital gap (alpha / beta) = 5.62 / 5.02 eV
HOMO level (alpha / beta) = -2.890 / -2.996 eV
F_max = 8.76 eV/A

Each line ends with the Mulliken charge.
Geometry (Å):
C: 0.239 2.311 -0.470  -0.262
C: 0.496 2.863 0.804  -0.754
C: 1.698 2.306 1.279  -0.733
H: -0.119 3.579 1.320  0.629
C: 2.183 1.416 0.303  -0.582
C: 1.278 1.411 -0.776  -1.081
H: 1.377 0.841 -1.682  0.791
H: -0.607 2.529 -1.098  0.841
H: 2.145 2.500 2.240  0.322
H: 3.063 0.803 0.379  0.726
C: -1.576 0.078 2.793  -0.514
C: -1.861 1.329 2.208  -0.960
C: -2.228 1.103 0.861  0.379
H: -1.851 2.280 2.714  0.467
C: -2.105 -0.271 0.602  -0.526
C: -1.706 -0.904 1.805  -0.927
H: -1.468 -1.948 1.915  0.427
H: -1.218 -0.081 3.795  0.444
H: -2.518 1.857 0.152  0.097
H: -2.294 -0.762 -0.336  0.892
Eu: 0.105 0.537 1.119  0.952
O: 1.129 -0.463 2.278  -0.518
C: 2.465 -0.742 2.570  -0.748
C: 3.005 -1.819 1.702  -0.569
H: 3.076 0.167 2.483  0.259
H: 2.533 -1.039 3.630  0.462
H: 3.316 -1.502 0.715  0.324
H: 5.059 -3.378 1.093  0.392
C: 4.300 -3.890 1.672  -0.466
C: 3.142 -3.166 2.061  0.607
C: 2.169 -3.869 2.818  -0.356
H: 1.266 -3.364 3.131  0.420
C: 2.351 -5.193 3.156  -0.585
H: 1.592 -5.706 3.733  0.369
C: 3.499 -5.877 2.764  -0.393
H: 3.635 -6.915 3.035  0.364
C: 4.471 -5.210 2.018  -0.453
H: 5.366 -5.735 1.709  0.353
C: -3.699 3.894 -1.319  -1.146
N: -2.596 3.096 -1.894  0.254
C: -2.013 3.811 -3.038  -1.137
C: -3.033 1.722 -2.244  -1.441
C: -1.904 0.690 -2.563  0.660
C: -2.010 0.212 -3.889  -0.948
C: -1.180 -0.777 -4.389  -0.659
C: -0.219 -1.350 -3.578  -0.761
C: -0.058 -0.919 -2.267  -0.581
C: -0.834 0.117 -1.705  0.482
H: -4.505 4.067 -2.061  0.376
H: -3.312 4.876 -0.964  0.326
H: -4.132 3.387 -0.431  0.266
H: -1.165 3.236 -3.466  0.323
H: -2.772 3.996 -3.828  0.366
H: -1.604 4.792 -2.700  0.293
H: -3.677 1.285 -1.458  0.448
H: -3.745 1.827 -3.091  0.386
H: -2.763 0.598 -4.567  0.231
H: -1.302 -1.111 -5.413  0.341
H: 0.413 -2.136 -3.972  0.351
H: 0.703 -1.387 -1.658  0.479